No. 1
The molecule C6H12O5, computed with ωB97M-V/def2-TZVPD.

```
23
Properties=species:S:1:pos:R:3
C 0.7605 -2.3511 0.7167
H 0.5477 -2.6217 -0.3128
H 1.7802 -2.6398 0.9519
H 0.0664 -2.8652 1.3729
C 0.6151 -0.8471 0.9063
H 0.8340 -0.6084 1.9599
C -0.8020 -0.3473 0.5503
O -1.7655 -1.3161 0.8561
H -2.4825 -1.2033 0.2136
C -0.8305 0.0095 -0.9467
O -2.1456 0.2606 -1.3617
H -2.3141 1.2021 -1.2057
C 0.0759 1.2329 -1.1675
O -0.6370 2.3889 -0.8000
H -0.0800 2.8835 -0.1762
C 1.3804 1.0787 -0.3181
O 1.3762 1.9943 0.7479
H 0.9347 1.5986 1.5091
O 1.6049 -0.2314 0.0715
H 2.2511 1.3487 -0.9267
H 0.3363 1.3044 -2.2318
H -0.4672 -0.8441 -1.5276
H -1.0390 0.5733 1.1183
```

Results
- net charge = 0
- largest force on an atom (eV/A) = 0.73
- 2S+1 = 1
- structure (SMILES) = C[C@H]1O[C@H](O)[C@H](O)[C@H](O)[C@H]1O
- HOMO level (eV) = -9.95

No. 2
The ion C3H8NS with charge -1 in a non-equilibrium geometry, computed with ωB97M-V/def2-TZVPD.

```
13
Properties=species:S:1:pos:R:3
C -0.8090 0.7152 1.1385
N -0.3084 1.3179 -0.1119
C 0.6634 0.2979 -0.7943
C 0.6410 -1.1704 -0.3728
S 1.5069 -2.2644 -1.7119
H -0.4083 0.7964 2.1409
H -1.1802 -0.2992 0.9638
H -1.8142 1.2702 1.4911
H -1.1782 1.2391 -0.7211
H 0.6725 0.3600 -1.8368
H 1.5052 0.8504 -0.4337
H -0.4219 -1.5823 -0.3152
H 1.1313 -1.5309 0.5633
```

Results
- net charge = -1
- largest force on an atom (eV/A) = 4.46
- 2S+1 = 1
- structure (SMILES) = CNCC[S-]
- HOMO level (eV) = -2.33

No. 3
The ion C6H7N4S with charge +1 in a non-equilibrium geometry, computed with ωB97M-V/def2-TZVPD.

```
18
Properties=species:S:1:pos:R:3
C 0.1422 -0.6147 1.7756
C 1.5347 1.3970 0.5361
C 2.5884 1.8796 -0.2401
C 1.6692 0.9793 1.9335
C -0.6777 0.3788 0.9589
C 0.5242 0.0022 -1.2092
N 1.1953 -0.1718 2.2418
N 2.9738 2.0390 -1.5367
N 3.8542 2.1712 -0.6116
N 0.2687 1.0112 -0.1529
S 2.6904 1.8908 2.9366
H -0.0769 -1.7041 1.7338
H -1.5048 -0.1793 0.4557
H -1.0396 1.1492 1.5494
H 0.9122 -0.9896 -0.9138
H -0.3637 -0.0624 -1.7881
H 1.2621 0.5399 -1.8807
H -0.1842 1.7459 -0.5585
```

Results
- net charge = +1
- largest force on an atom (eV/A) = 7.04
- 2S+1 = 1
- structure (SMILES) = C[N@H+]1CC=NC(=S)C1=C1N=N1
- HOMO level (spin up / spin down) (eV) = -12.40 / -12.40

No. 4
The molecule C7H12N4O in a non-equilibrium geometry, computed with ωB97M-V/def2-TZVPD.

```
24
Properties=species:S:1:pos:R:3
C 0.4181 0.1544 1.7535
C -0.6536 -0.0502 -0.1934
C -0.8120 0.5549 2.4351
C 0.9126 0.9046 -1.6618
C -1.0442 -0.5435 -2.4615
C 0.9844 -1.5794 -1.1886
C 0.0390 -0.3253 -1.3731
N -1.7338 0.3800 0.2543
N 1.6622 0.0151 1.6042
N -1.8852 0.5986 1.5761
N -0.9001 0.7295 3.7060
O 2.4777 0.2602 2.7046
H 1.1213 0.9386 -2.6980
H 0.4780 1.8325 -1.4038
H 1.8480 0.8892 -1.1211
H -0.5895 -0.5528 -3.5283
H -1.6142 -1.3006 -2.0715
H -1.5691 0.3986 -2.6611
H 1.3701 -1.8186 -2.1462
H 1.7694 -1.3623 -0.3950
H 0.3957 -2.2850 -0.6253
H -2.8810 0.5681 1.9890
H 2.0816 0.7724 3.4233
H -1.8753 0.8210 4.0828
```

Results
- net charge = 0
- largest force on an atom (eV/A) = 7.31
- 2S+1 = 1
- HOMO level (eV) = -8.29

No. 5
A structure of composition C39H57F36N15O27S12 in a non-equilibrium geometry, computed with ωB97M-V/def2-TZVPD.

```
186
Properties=species:S:1:pos:R:3
C 18.5961 18.0699 17.6059
C 17.7977 18.9684 18.4581
N 17.4428 18.2460 19.6817
C 16.3989 17.3572 19.7520
C 16.4119 16.8826 21.0325
N 17.5280 17.3947 21.6439
C 18.1241 18.2914 20.8409
C 18.1136 16.9685 22.8885
H 18.8995 18.5891 16.7575
H 18.0267 17.1260 17.3303
H 19.5188 17.7396 18.1881
H 16.8789 19.2794 17.9857
H 18.3983 19.9026 18.7598
H 15.7137 17.0888 18.9420
H 15.7983 16.1614 21.6068
H 18.9936 18.9457 20.9763
H 18.7698 17.7397 23.2483
H 18.7699 16.1259 22.7244
H 17.3700 16.7336 23.5701
C 20.0578 22.6179 26.4219
C 19.5384 23.5409 25.3125
N 18.5260 22.9889 24.3861
C 17.2253 22.5166 24.6528
C 16.5856 22.2077 23.4947
N 17.5358 22.3967 22.5258
C 18.6736 22.8517 23.0842
C 17.2479 22.2669 21.1279
H 21.0244 23.0801 26.6591
H 20.2436 21.5596 26.1702
H 19.4758 22.7296 27.3181
H 20.3800 23.7464 24.6277
H 19.1469 24.5149 25.8104
H 16.9647 22.3955 25.6692
H 15.7083 21.6858 23.2809
H 19.5925 23.1507 22.5880
H 18.0888 22.5279 20.5782
H 16.4732 22.9619 20.9087
H 16.9355 21.2653 20.8033
C 13.8678 11.9090 19.4634
C 13.8499 13.3152 18.8756
N 15.0874 13.4621 18.0898
C 16.3403 13.8592 18.4405
C 17.1509 13.6861 17.3345
N 16.3170 13.3942 16.3154
C 15.0931 13.1508 16.7836
C 16.8549 12.9142 14.9371
H 12.9616 11.6835 19.9661
H 14.6835 11.8156 20.1493
H 13.9249 11.1991 18.5859
H 13.8810 14.0153 19.6776
H 12.9824 13.5293 18.3120
H 16.5902 14.0502 19.4689
H 18.1978 13.7643 17.1439
H 14.3550 12.7098 16.2039
H 17.5145 13.7659 14.5506
H 16.0139 12.8183 14.1995
H 17.4779 12.0463 15.0624
C 16.6634 9.4626 24.7130
C 17.9694 9.9958 24.2018
O 18.7502 9.6020 23.3779
N 18.3042 11.4475 24.6068
H 18.9074 11.7480 23.7844
H 17.5678 12.1356 24.5698
C 19.1206 11.6487 25.7705
H 16.6432 9.6348 25.8206
H 16.3996 8.4403 24.3896
H 15.8283 10.1008 24.3853
H 18.4840 11.5483 26.6561
H 19.4680 12.6522 25.7104
H 19.9276 10.8957 25.9186
C 23.6609 17.6493 12.5301
C 22.5578 17.3560 13.4424
O 22.1295 16.2653 13.6312
N 21.9744 18.4897 14.4041
H 21.0418 18.7623 13.9805
H 21.6016 17.9222 15.2230
C 22.6080 19.7948 14.7244
H 23.2286 18.2681 11.7274
H 24.0339 16.7216 12.1836
H 24.3984 18.1317 13.0287
H 21.9576 20.3158 15.3314
H 22.7408 20.3151 13.7770
H 23.5257 19.7342 15.2961
C 9.3511 21.9738 17.8507
C 9.4460 20.7626 16.8892
O 8.6890 20.3637 16.0671
N 10.7269 20.0155 17.0408
H 11.2663 20.2037 17.9443
H 10.4070 19.0481 17.2762
C 11.6253 20.1443 15.8042
H 8.5815 22.6877 17.5324
H 10.3026 22.4685 17.9424
H 9.0389 21.6847 18.8294
H 12.5896 19.9362 16.1877
H 11.4963 21.2061 15.4945
H 11.4581 19.2944 15.1621
C 21.0943 15.0500 18.5623
F 21.5806 13.9678 18.0014
F 21.3582 16.0413 17.8002
F 19.7570 14.9025 18.4551
S 21.4443 15.2690 20.3892
O 22.8580 15.5206 20.3839
O 20.5706 16.3048 20.8308
N 21.0948 13.8150 20.9881
S 19.6513 13.2474 21.3307
O 19.6825 12.7124 22.6549
O 18.5479 14.1511 21.0395
C 19.2772 11.8424 20.2276
F 20.2201 10.8509 20.3459
F 18.1359 11.2892 20.5838
F 19.2409 12.2854 18.9922
C 21.7492 21.9414 18.6055
F 20.8444 22.0354 17.6147
F 22.9477 21.7110 18.0355
F 21.6695 23.0341 19.4024
S 21.4329 20.3623 19.5629
O 20.0401 20.4248 19.8279
O 21.6966 19.3128 18.6816
N 22.4734 20.4095 20.7513
S 22.1774 21.3229 21.9466
O 23.3908 21.6825 22.5985
O 21.1114 22.2254 21.7636
C 21.3786 20.2320 23.2453
F 20.0189 20.3510 23.2970
F 21.6499 18.9414 23.2070
F 21.7637 20.7128 24.4699
C 13.8069 19.5907 21.5570
F 13.2912 18.5976 22.2928
F 13.7033 20.6997 22.3391
F 15.1558 19.3968 21.4771
S 13.1302 19.7617 19.8812
O 13.7587 20.9185 19.2896
O 13.3819 18.5018 19.2686
N 11.6332 20.0813 19.9677
S 10.3881 19.1513 20.3753
O 9.4618 19.2430 19.2604
O 10.6333 17.8492 20.9329
C 9.7983 20.2086 21.7469
F 9.3923 21.3844 21.2132
F 8.7452 19.5108 22.2636
F 10.7742 20.3676 22.6622
C 13.4915 12.8356 23.4898
F 13.3643 11.9205 24.4136
F 12.9191 12.4420 22.3510
F 12.8354 13.8642 23.9844
S 15.2514 13.2422 23.0849
O 15.7128 11.9959 22.5479
O 15.0907 14.3882 22.2328
N 15.9795 13.4748 24.4891
S 16.0199 14.8650 25.2288
O 17.3545 15.1419 25.5758
O 15.1324 15.8877 24.7290
C 15.3979 14.3310 26.8793
F 14.1242 13.9981 26.8336
F 16.0992 13.3462 27.4358
F 15.5266 15.3983 27.6741
C 17.5528 20.4206 14.4292
F 16.7991 20.7080 13.3572
F 17.0588 21.2094 15.4653
F 17.4686 19.0948 14.6729
S 19.2838 21.0797 13.9854
O 19.0650 22.2135 13.1575
O 19.8476 21.2787 15.2837
N 20.0088 19.8658 13.2513
S 19.6101 19.2439 11.8000
O 20.6841 18.3854 11.5263
O 18.2141 18.8758 11.7164
C 19.7968 20.3944 10.1892
F 20.8101 21.2416 10.2808
F 20.0353 19.5793 9.1749
F 18.6483 20.9813 9.9650
C 13.8570 15.6548 15.0739
F 14.9802 15.3636 14.3215
F 14.3335 15.6750 16.3676
F 13.5975 16.9188 14.8390
S 12.3853 14.5589 14.7991
O 11.9078 14.8863 13.5192
O 12.8282 13.1974 14.9426
N 11.5252 15.0259 15.9925
S 10.5374 16.2290 15.9939
O 10.6799 17.1960 17.0545
O 10.3331 16.7098 14.6134
C 8.9263 15.3929 16.5319
F 8.7227 14.4694 15.5912
F 8.9615 14.7918 17.7118
F 7.9619 16.3543 16.6223
```

Results
- net charge = 0
- largest force on an atom (eV/A) = 3.83
- 2S+1 = 1
- HOMO level (eV) = -9.87

Taking the records one at a time from the top gives E values of -16653.5879, -15565.0018, -23118.0513, -15454.8251, -346844.7362 eV.